1.
{"formula": "C21H20Cl3F12GeNO5S2SeV", "method": "the ωB97M-V functional and the def2-TZVPD basis", "homo_lumo_gap_ha": [0.242, 0.279], "multiplicity": 2, "homo_energy_ev": [-8.49, -8.52], "elements": ["Se", "Ge", "V", "Cl", "Cl", "Cl", "S", "S", "F", "F", "F", "F", "F", "F", "F", "F", "F", "F", "F", "F", "O", "O", "O", "O", "O", "N", "C", "C", "C", "C", "C", "C", "C", "C", "C", "C", "C", "C", "C", "C", "C", "C", "C", "C", "C", "C", "C", "H", "H", "H", "H", "H", "H", "H", "H", "H", "H", "H", "H", "H", "H", "H", "H", "H", "H", "H", "H"], "positions_angstrom": [[2.2604, -0.0675, 0.0074], [3.4709, 0.6672, -2.9538], [-0.1472, -0.4421, 0.9646], [-1.9406, 0.6199, 2.8078], [0.6770, 5.0198, 1.1048], [1.5696, -1.2422, 3.1591], [0.0829, 1.9692, 0.7341], [0.1852, -1.7513, -1.1070], [-2.8320, -3.5059, -0.5100], [-1.0608, -2.9569, -3.4824], [-0.4300, -4.1677, 0.6463], [-1.8214, -2.2154, 3.9468], [-0.5445, -4.2545, 2.8024], [-2.7681, -2.1831, -4.5618], [-3.7585, -1.8095, 3.0903], [-3.2110, -3.8365, 3.6028], [-0.8490, -1.1973, -4.7223], [-4.2543, -3.9124, 1.0719], [-3.9164, -1.8901, 0.4084], [-2.0236, -5.2663, 1.5967], [1.0126, -2.0517, 2.0506], [2.9797, -1.1734, 3.0721], [0.9730, 0.0910, 2.8051], [1.1161, -1.6855, 4.4148], [-1.4866, -1.7500, 1.3025], [-1.5537, -0.0116, -0.5789], [-3.4686, 0.7282, -1.7388], [-2.1461, 3.0255, 3.9892], [2.0961, 1.0183, -1.5924], [-2.7425, -2.6860, 3.1065], [-2.1475, -2.8613, 1.6801], [3.2874, 1.2475, 1.0084], [5.2122, 0.4464, -2.1053], [-1.2425, -0.8669, -1.5526], [-0.6716, 2.8533, 2.0420], [-1.8522, 4.3741, 4.1104], [-0.9815, 4.9702, 3.2104], [-0.4077, 4.2183, 2.2012], [-2.6306, 0.7657, -0.6449], [-2.0329, -0.9450, -2.7025], [2.9547, -0.9526, -3.9007], [-1.6760, -1.8327, -3.8625], [-1.2657, -4.1584, 1.6807], [3.4692, 2.2216, -4.1284], [-1.5563, 2.3068, 2.9659], [-3.1499, -0.1342, -2.7813], [-3.3149, -3.0595, 0.6584], [2.8489, -1.7890, -3.2103], [4.2096, 2.1082, -4.9188], [3.7101, 3.1216, -3.5630], [4.2938, 1.2238, 0.5923], [2.8242, 2.2246, 0.8933], [-2.2963, 4.9594, 4.9027], [-0.7354, 6.0193, 3.2850], [2.0984, 2.0574, -1.2610], [3.7107, -1.2133, -4.6411], [5.6165, 1.4046, -1.7799], [5.9052, 0.0109, -2.8252], [1.1179, 0.7907, -2.0185], [2.0024, -0.8169, -4.4128], [5.1656, -0.2239, -1.2456], [-2.7949, 1.4292, 0.1936], [-3.7766, -0.1821, -3.6622], [-4.3418, 1.3607, -1.7766], [-2.8157, 2.5282, 4.6747], [3.3003, 0.9509, 2.0515], [2.4942, 2.3601, -4.5940]], "forces_ev_per_angstrom": [[0.488, 0.077, -0.121], [0.064, -0.138, -0.067], [-0.002, -0.220, 0.418], [-0.168, 0.176, 0.011], [-0.017, -0.021, 0.026], [-0.740, 0.169, -0.700], [-0.140, -0.120, -0.042], [-0.114, 0.075, 0.031], [0.020, -0.008, 0.011], [-0.053, 0.034, -0.028], [-0.004, 0.038, 0.087], [-0.013, 0.011, -0.058], [-0.049, 0.008, -0.094], [0.041, 0.031, 0.001], [0.001, 0.003, -0.023], [0.031, 0.060, -0.018], [-0.010, -0.024, 0.044], [0.002, 0.005, 0.024], [0.010, 0.044, 0.004], [0.043, 0.125, 0.012], [0.251, 0.034, -0.024], [0.218, -0.019, 0.042], [0.050, -0.165, 0.025], [-0.023, -0.008, 0.032], [0.039, 0.354, 0.506], [0.020, 0.000, 0.123], [0.065, -0.015, 0.048], [0.084, 0.096, -0.068], [-0.280, 0.113, 0.150], [-0.066, -0.047, 0.180], [-0.008, -0.142, -0.335], [-0.010, -0.004, -0.006], [0.071, -0.018, 0.019], [0.240, -0.169, -0.042], [0.036, 0.021, 0.105], [0.025, -0.036, -0.052], [-0.046, -0.046, 0.039], [0.088, 0.108, -0.050], [-0.047, 0.060, -0.069], [-0.055, 0.013, -0.065], [0.012, -0.039, -0.006], [0.044, -0.033, 0.039], [0.086, -0.177, 0.030], [0.015, 0.051, -0.017], [-0.028, -0.238, 0.012], [-0.030, -0.015, 0.016], [-0.085, -0.052, -0.075], [0.007, -0.008, 0.031], [0.032, -0.014, -0.032], [0.007, 0.024, 0.006], [-0.012, 0.046, 0.027], [0.010, -0.036, -0.001], [-0.009, 0.003, 0.015], [-0.001, 0.025, 0.005], [-0.047, -0.031, -0.028], [0.009, -0.009, -0.027], [0.011, 0.022, 0.016], [0.042, 0.018, -0.002], [0.036, 0.045, 0.000], [-0.024, 0.017, -0.005], [-0.035, -0.012, -0.030], [-0.020, -0.009, -0.019], [-0.006, -0.002, 0.013], [-0.014, 0.009, -0.016], [-0.030, -0.014, 0.026], [0.025, -0.013, -0.047], [-0.037, -0.013, -0.005]], "lowdin_spin": [-0.093, -0.003, 1.325, 0.000, -0.003, 0.002, -0.087, -0.099, 0.001, -0.004, 0.000, 0.000, 0.000, 0.000, 0.000, 0.000, 0.000, 0.000, 0.001, 0.000, -0.001, 0.000, -0.005, 0.000, 0.023, -0.018, 0.000, 0.001, -0.003, 0.000, 0.003, -0.010, -0.001, -0.004, -0.008, -0.003, 0.000, -0.005, 0.001, -0.001, 0.000, -0.001, 0.001, -0.001, -0.003, 0.003, 0.002, 0.000, 0.000, 0.000, -0.004, 0.000, 0.000, 0.000, 0.000, 0.000, 0.000, 0.000, -0.001, 0.000, -0.001, 0.000, 0.000, 0.000, 0.000, 0.000, 0.000]}

---

2.
{"formula": "C4H11N2", "method": "the ωB97M-V functional and the def2-TZVPD basis", "homo_lumo_gap_ha": 0.264, "charge": 1, "multiplicity": 1, "homo_energy_ev": -13.75, "elements": ["N", "N", "C", "C", "C", "C", "H", "H", "H", "H", "H", "H", "H", "H", "H", "H", "H"], "positions_angstrom": [[0.7803, -1.6626, 1.6425], [2.3412, 0.8117, -0.2534], [-2.4257, 0.5502, -0.0908], [-1.2149, 0.1149, -0.8040], [-0.0003, 0.6164, -0.4568], [1.2684, 0.4966, -1.0171], [3.1001, 0.1434, -0.3611], [0.8131, -1.6923, 0.6299], [-0.1961, -1.4273, 1.8105], [-3.0294, 1.1934, -0.7409], [0.0546, 1.0370, 0.5399], [1.5063, 0.1006, -2.0016], [-1.4049, -0.2639, -1.8057], [-2.9906, -0.3222, 0.2568], [2.6884, 1.7583, -0.1502], [-2.1502, 1.1479, 0.7860], [0.8597, -2.6021, 2.0160]], "forces_ev_per_angstrom": [[-0.694, 0.318, -0.069], [0.456, -0.535, -0.678], [0.355, -0.328, 1.291], [-0.245, 2.015, -1.952], [0.205, 0.407, 0.944], [0.184, -0.284, 0.212], [0.293, 0.524, -0.571], [0.299, -0.533, 0.029], [0.080, 0.143, 0.311], [-0.061, -0.415, -0.157], [-0.040, 0.202, 0.117], [-0.443, -0.845, 0.114], [0.375, -0.747, 0.154], [-0.333, 0.213, -0.258], [-0.579, 0.140, 0.838], [-0.143, -0.183, -0.107], [0.292, -0.091, -0.217]], "lowdin_charge": [0.025, 0.146, -0.046, -0.024, -0.097, -0.042, 0.132, -0.018, 0.008, 0.118, 0.128, 0.151, 0.139, 0.110, 0.148, 0.096, 0.027]}